Version 1
{"formula": "C2H4N2S3", "method": "ωB97M-V with the def2-TZVPD basis set", "multiplicity": 1, "smiles": "S=CSN/C=N\\S", "homo_ev": -8.7, "elements": ["C", "C", "H", "H", "H", "H", "N", "N", "S", "S", "S"], "xyz": [[-0.271, 0.238, -1.546], [-0.467, -0.307, 2.067], [2.987, -0.770, -1.162], [-0.866, 0.299, -2.468], [-2.024, 0.703, -0.615], [-0.723, -1.181, 1.513], [0.949, -0.067, -1.689], [-1.057, 0.480, -0.420], [2.033, -0.236, -0.378], [-0.521, 1.116, 1.075], [-0.039, -0.275, 3.622]], "lowdin_charge": [-0.42, -1.08, -0.15, 0.12, 0.08, 0.00, -0.37, -0.34, 0.69, 0.85, 0.61]}

Version 2
{"formula": "C2H4N2S3", "method": "ωB97M-V with the def2-TZVPD basis set", "multiplicity": 1, "smiles": "S=C1NSCSN1", "homo_ev": -8.2, "elements": ["C", "C", "H", "H", "H", "H", "N", "N", "S", "S", "S"], "xyz": [[0.094, 1.303, 0.194], [-0.121, -1.674, -0.271], [-0.884, 1.623, -1.601], [0.213, -2.731, -0.478], [-1.244, -1.791, 0.077], [0.778, 0.916, 1.999], [-0.363, 0.932, -0.999], [0.783, 0.436, 1.078], [-0.254, 2.865, 0.625], [0.013, -0.586, -1.707], [0.985, -1.294, 1.083]], "lowdin_charge": [-1.02, -0.83, 0.11, 0.05, 0.09, 0.07, -0.38, -0.35, 0.58, 0.85, 0.83]}

Which one sits at the bottom of the stability order? version 1 does.

Version 1
{"formula": "C5H6N2S2", "method": "ωB97M-V with the def2-TZVPD basis set", "multiplicity": 1, "homo_ev": -8.6, "elements": ["C", "C", "C", "C", "C", "N", "N", "S", "S", "H", "H", "H", "H", "H", "H"], "xyz": [[0.531, -1.721, 1.297], [0.759, -0.409, 1.840], [0.572, -1.738, -0.005], [1.210, 0.532, 0.954], [-2.252, 1.090, -1.201], [0.669, 0.832, -1.498], [-1.871, 2.186, -0.893], [-3.099, -0.092, -1.830], [1.393, -0.180, -0.621], [0.295, -2.534, 1.978], [0.674, -0.238, 3.015], [0.297, -2.539, -0.663], [1.037, 1.554, 0.947], [0.793, 0.593, -2.476], [-1.009, 2.663, -0.846]], "lowdin_charge": [-0.20, -0.15, -0.21, -0.27, -0.89, -0.39, 0.12, 0.64, 0.92, 0.11, 0.15, 0.07, 0.05, -0.01, 0.05]}

Version 2
{"formula": "C5H6N2S2", "method": "ωB97M-V with the def2-TZVPD basis set", "multiplicity": 1, "smiles": "CSC(=S)n1ccnc1", "homo_ev": -8.8, "elements": ["C", "C", "C", "C", "C", "H", "H", "H", "H", "H", "H", "N", "N", "S", "S"], "xyz": [[-3.103, -0.415, -0.018], [-0.533, 0.341, -0.029], [1.806, 0.788, 0.654], [3.003, 0.272, 0.196], [1.486, -0.868, -0.711], [-3.666, -1.298, 0.006], [-3.319, 0.386, 0.809], [-3.432, -0.162, -0.815], [1.499, 1.747, 1.493], [4.094, 0.666, 0.475], [0.937, -1.594, -1.227], [0.899, 0.062, 0.128], [2.791, -0.758, -0.644], [-1.454, -1.047, 0.152], [-1.009, 1.879, -0.471]], "lowdin_charge": [-0.38, -1.07, -0.18, -0.18, -0.18, 0.03, 0.11, -0.08, 0.21, 0.14, 0.09, -0.21, 0.06, 0.96, 0.68]}

Which one sits at the bottom of the stability order? version 1 does.